(1)
A molecular structure, C4H10N2O2 at a distorted geometry, computed with wB97M-V/def2-TZVPD.

Structure (XYZ):
```
18
C4H10N2O2 wB97M-V/def2-TZVPD
C 1.02 -0.12 0.95
C -1.00 -1.93 -0.43
C 2.14 0.28 0.05
N -0.82 1.43 0.67
C -1.24 0.42 -0.05
O -0.55 2.62 -0.05
O -2.43 0.47 -0.67
N -0.43 -0.62 -0.18
H 0.10 2.43 -0.74
H -2.69 1.41 -0.66
H 0.91 0.50 1.83
H 1.08 -1.15 1.30
H -1.65 -2.27 0.39
H -0.19 -2.65 -0.55
H -1.60 -1.92 -1.34
H 2.11 1.34 -0.20
H 3.10 0.06 0.55
H 2.13 -0.30 -0.87
```

As for the spin multiplicity: 1. Its max |F| is 2.53 eV/A. The calculation puts the highest occupied orbital energy at -7.394 eV. The value obtained for the HOMO-LUMO gap is 8.2 eV. Its total energy is -418.21908 a.u.


(2)
A single C4H10N2O2 molecule at a distorted geometry, computed with wB97M-V/def2-TZVPD.

Structure (XYZ):
```
18
C4H10N2O2 wB97M-V/def2-TZVPD
C -0.22 0.32 -1.73
C -0.49 0.16 -0.23
N 0.60 -0.32 0.63
C 1.64 0.59 0.92
O 2.40 1.13 -0.19
C -1.75 -0.61 0.06
N -1.94 -0.94 1.36
O -2.53 -0.96 -0.82
H 0.55 1.08 -1.89
H -1.17 0.58 -2.20
H 0.01 -0.62 -2.28
H -0.80 1.16 0.11
H 0.91 -1.17 0.15
H 2.27 0.18 1.71
H 1.20 1.47 1.40
H 3.17 0.60 -0.39
H -1.14 -1.07 1.94
H -2.71 -1.59 1.47
```

As for the spin multiplicity: 1. Its max |F| is 1.78 eV/A. The calculation puts the highest occupied orbital energy at -9.516 eV. The value obtained for the HOMO-LUMO gap is 10.2 eV. Its SMILES is C[C@H](NCO)C(N)=O. Its total energy is -418.41082 a.u.